[1]
Here is a single C16H11Cl2N7O molecule from the OMol25 dataset. Energies are from ωB97M-V/def2-TZVPD.

Geometry as XYZ:
```
37
C16H11Cl2N7O, DFT ωB97M-V/def2-TZVPD
O -3.9046 -0.6127 2.8398
C -3.1134 -0.7265 1.9305
N -2.5380 -1.9079 1.6024
C -1.6371 -2.0850 0.5439
C -1.8891 -1.8965 -0.8275
N -0.7823 -2.0515 -1.5240
N 0.1718 -2.3479 -0.6520
C 1.5351 -2.4788 -1.0772
C 2.4468 -1.4372 -0.4674
C 3.8130 -1.6871 -0.4014
C 4.6761 -0.7520 0.1371
C 4.1808 0.4465 0.6275
Cl 5.2568 1.6042 1.3082
C 2.8137 0.7021 0.5672
Cl 2.1772 2.1751 1.1814
C 1.9516 -0.2335 0.0151
C -0.2899 -2.3813 0.6127
C -2.6659 0.4228 1.0937
N -1.3876 0.5871 0.7078
C -1.3981 1.7123 0.0240
N -0.4169 2.3318 -0.6080
C -0.7129 3.4468 -1.2210
C -2.0040 4.0105 -1.2438
C -3.0198 3.3568 -0.6006
N -2.7138 2.2122 0.0244
N -3.4907 1.3842 0.7029
H -2.7375 -2.6874 2.2159
H -2.8161 -1.6536 -1.3072
H 1.5269 -2.3727 -2.1668
H 1.9090 -3.4792 -0.8303
H 4.2075 -2.6199 -0.7752
H 5.7356 -0.9461 0.1867
H 0.8978 -0.0016 -0.0201
H 0.3439 -2.5932 1.4487
H 0.1088 3.9319 -1.7285
H -2.1892 4.9364 -1.7609
H -4.0456 3.6909 -0.5580
```

Properties
HOMO in Eh: -0.3274
SMILES string: O=C(Nc1cnn(Cc2ccc(Cl)c(Cl)c2)c1)c1nc2ncccn2n1
2S+1: 1
Kohn-Sham gap in hartree: 0.3188
LUMO in eV: -0.232
Molecular weight in g mol⁻¹: 388.22
Energy in Ha: -1995.24288

***

[2]
Here is 3 unconnected molecules or ions with the total composition C3H4F3NO2 from the OMol25 dataset. Energies are from ωB97M-V/def2-TZVPD.

Geometry as XYZ:
```
13
C3H4F3NO2, DFT ωB97M-V/def2-TZVPD
F -4.3927 -0.9748 0.6028
C -3.4153 0.0786 0.3008
F -3.9387 0.6078 -0.8027
F -3.3904 0.9004 1.2766
H -2.9101 -0.8308 0.1196
O 2.8865 0.1275 1.1115
C 2.3743 1.0515 0.6834
O 2.3198 2.0968 0.1838
C -0.1941 -1.0226 -0.1381
N -0.5311 -0.0660 -0.9350
H -1.0514 -1.2679 0.5140
H 0.8035 -1.4638 0.0418
H -0.0910 0.1588 -1.8180
```

Properties
HOMO in Eh: -0.3773
SMILES string: FC(F)F.O=C=O.C=N
2S+1: 1
Kohn-Sham gap in hartree: 0.3808
LUMO in eV: 0.098
Molecular weight in g mol⁻¹: 143.06
Energy in Ha: -621.46931

***

[3]
Here is 2 unconnected molecules or ions with the total composition F2OS from the OMol25 dataset. Energies are from ωB97M-V/def2-TZVPD.

Geometry as XYZ:
```
4
F2OS, DFT ωB97M-V/def2-TZVPD
O 0.9064 -1.2299 -0.2764
F -1.9005 0.2323 0.0203
F 0.7204 1.2161 -0.1888
S 0.2737 -0.2185 0.4449
```

Properties
HOMO (alpha / beta) in Eh: -0.4415 / -0.4416
2S+1: 1
Kohn-Sham gap (alpha / beta) in hartree: 0.3467 / 0.3469
LUMO (alpha / beta) in eV: -2.579 / -2.578
Molecular weight in g mol⁻¹: 86.06
Energy in Ha: -673.07219

***

[4]
Here is a molecular structure, H4IO2 from the OMol25 dataset. Energies are from ωB97M-V/def2-TZVPD.

Geometry as XYZ:
```
7
H4IO2, DFT ωB97M-V/def2-TZVPD
I -0.3212 0.5585 1.0015
O -2.2732 -0.8887 -0.6702
H -2.3231 -0.2163 -1.3496
H -1.7230 -0.5016 0.0107
O 2.2708 0.7320 0.2825
H 2.9301 0.0384 0.3050
H 1.4396 0.2777 0.4200
```

Properties
HOMO in Eh: -0.1388
2S+1: 1
Kohn-Sham gap in hartree: 0.2803
LUMO in eV: 3.850
Molecular weight in g mol⁻¹: 162.93
Energy in Ha: -450.62037
Total charge: -1